{
  "formula": "C36H72F12KO12P2S4",
  "method": "ωB97M-V/def2-TZVPD",
  "symbols": ["K", "C", "C", "C", "C", "P", "C", "C", "C", "C", "C", "C", "C", "C", "C", "C", "C", "C", "H", "H", "H", "H", "H", "H", "H", "H", "H", "H", "H", "H", "H", "H", "H", "H", "H", "H", "H", "H", "H", "H", "H", "H", "H", "H", "H", "H", "H", "H", "H", "H", "H", "H", "H", "H", "C", "C", "C", "C", "P", "C", "C", "C", "C", "C", "C", "C", "C", "C", "C", "C", "C", "H", "H", "H", "H", "H", "H", "H", "H", "H", "H", "H", "H", "H", "H", "H", "H", "H", "H", "H", "H", "H", "H", "H", "H", "H", "H", "H", "H", "H", "H", "H", "H", "H", "H", "H", "H", "C", "F", "F", "F", "S", "O", "O", "O", "C", "F", "F", "F", "S", "O", "O", "O", "C", "F", "F", "F", "S", "O", "O", "O", "C", "F", "F", "F", "S", "O", "O", "O"],
  "positions_angstrom": [[9.347, -11.975, 9.326], [-0.608, -8.838, 1.893], [0.796, -8.482, 2.256], [1.961, -9.334, 1.684], [2.091, -9.339, 0.154], [3.545, -10.160, -0.583], [3.756, -9.816, -2.391], [3.551, -8.374, -2.919], [3.367, -8.241, -4.420], [3.191, -6.778, -4.876], [4.901, -9.388, 0.283], [5.333, -10.236, 1.547], [6.087, -9.327, 2.518], [7.467, -8.896, 1.998], [3.494, -11.992, -0.346], [2.169, -12.635, -0.871], [1.913, -14.176, -0.667], [3.119, -15.123, -1.002], [-0.929, -8.494, 0.910], [-1.205, -8.397, 2.692], [-0.885, -9.891, 1.944], [0.747, -8.452, 3.345], [0.962, -7.412, 2.125], [1.885, -10.344, 2.088], [2.855, -8.945, 2.172], [2.212, -8.302, -0.159], [1.235, -9.842, -0.295], [3.061, -10.492, -2.888], [4.787, -10.123, -2.566], [4.473, -7.869, -2.628], [2.730, -7.877, -2.404], [2.620, -8.880, -4.891], [4.296, -8.655, -4.812], [2.122, -6.567, -4.892], [3.424, -6.499, -5.903], [3.664, -5.992, -4.288], [4.650, -8.365, 0.566], [5.666, -9.434, -0.491], [5.934, -11.123, 1.351], [4.447, -10.533, 2.109], [6.305, -9.831, 3.460], [5.565, -8.380, 2.658], [8.008, -8.287, 2.722], [7.429, -8.354, 1.053], [8.176, -9.699, 1.798], [3.563, -12.263, 0.708], [4.357, -12.400, -0.872], [2.030, -12.429, -1.932], [1.214, -12.244, -0.520], [1.018, -14.484, -1.208], [1.803, -14.335, 0.405], [3.181, -15.321, -2.072], [3.037, -16.106, -0.538], [4.062, -14.651, -0.726], [7.614, -18.039, 12.157], [7.692, -19.271, 12.997], [6.472, -20.107, 12.948], [5.845, -20.527, 11.599], [4.356, -21.640, 11.634], [2.929, -20.636, 12.414], [2.524, -19.257, 11.837], [3.441, -18.016, 12.158], [3.447, -17.710, 13.642], [4.692, -22.967, 12.825], [3.534, -24.002, 12.886], [4.029, -25.237, 13.590], [5.271, -25.958, 12.938], [3.759, -22.324, 10.016], [4.788, -23.406, 9.527], [4.573, -23.625, 7.956], [5.312, -22.653, 7.073], [7.458, -18.327, 11.117], [8.562, -17.513, 12.270], [6.743, -17.410, 12.340], [8.049, -19.097, 14.012], [8.569, -19.836, 12.681], [5.683, -19.494, 13.383], [6.297, -20.854, 13.722], [6.614, -21.108, 11.089], [5.644, -19.713, 10.902], [3.232, -20.353, 13.423], [2.088, -21.313, 12.266], [1.544, -19.009, 12.246], [2.299, -19.393, 10.779], [2.997, -17.123, 11.718], [4.455, -18.148, 11.781], [2.613, -18.056, 14.253], [3.418, -16.630, 13.786], [4.368, -17.915, 14.186], [4.849, -22.543, 13.817], [5.597, -23.418, 12.418], [3.087, -24.186, 11.909], [2.650, -23.557, 13.344], [3.230, -25.949, 13.798], [4.454, -24.905, 14.537], [6.215, -25.414, 12.973], [4.986, -25.892, 11.889], [5.511, -26.978, 13.240], [3.749, -21.445, 9.373], [2.736, -22.702, 10.018], [4.669, -24.388, 9.985], [5.807, -23.090, 9.752], [3.510, -23.492, 7.758], [4.794, -24.640, 7.628], [6.397, -22.746, 7.096], [5.007, -21.650, 7.373], [5.086, -22.817, 6.019], [15.158, -8.126, 10.500], [14.146, -7.186, 10.400], [15.211, -8.801, 9.316], [16.364, -7.555, 10.757], [14.694, -9.411, 11.894], [15.678, -10.513, 11.700], [14.652, -8.758, 13.246], [13.375, -9.909, 11.494], [4.025, -8.667, 11.986], [4.411, -9.872, 11.914], [2.707, -8.636, 12.124], [4.597, -8.097, 13.070], [4.541, -7.721, 10.405], [5.963, -8.218, 10.179], [3.549, -8.075, 9.390], [4.450, -6.249, 10.759], [5.732, -16.349, 5.103], [4.948, -16.887, 4.112], [6.298, -17.317, 5.788], [6.601, -15.528, 4.572], [4.586, -15.388, 6.267], [3.827, -16.412, 6.966], [5.488, -14.644, 7.139], [3.821, -14.484, 5.437], [13.324, -14.609, 3.978], [13.840, -15.306, 2.915], [14.195, -13.624, 4.296], [12.145, -14.101, 3.598], [13.102, -15.892, 5.482], [12.069, -15.317, 6.401], [12.651, -17.193, 4.876], [14.459, -15.899, 6.100]],
  "atomic_forces_ev_per_a": [[0.104, 0.099, -0.062], [-1.074, -0.140, -0.238], [0.564, 0.120, 0.280], [-0.041, 0.123, 1.124], [-0.051, -0.427, -0.104], [-0.719, 0.165, 0.601], [-0.887, -0.041, 0.364], [-0.196, -0.134, 1.048], [1.548, 0.140, -0.752], [-1.069, 0.293, -0.279], [0.948, -1.908, 0.242], [-0.361, 1.347, 0.566], [1.716, 0.256, -0.577], [0.594, -0.081, -0.314], [-1.337, -0.106, -0.180], [-0.815, -0.823, -1.173], [2.296, -0.218, 0.663], [-0.603, 0.690, -0.793], [-0.092, 0.205, 0.038], [-0.498, 0.278, -0.465], [0.522, -0.278, 0.026], [0.957, -0.852, 0.225], [0.128, 0.128, -0.819], [-0.212, -0.214, -0.180], [0.261, 0.116, -0.286], [-0.404, 0.071, -0.387], [-0.351, 0.496, -0.128], [0.142, -0.228, -0.154], [-0.021, -0.292, -0.257], [-0.120, 0.517, -0.130], [-0.096, -0.024, 0.149], [-0.419, 0.060, 0.499], [0.236, 0.118, -0.408], [-0.195, 0.172, 0.506], [0.572, -0.785, -0.174], [0.144, -0.400, 0.422], [0.035, -0.026, -0.173], [0.558, 0.553, 0.323], [-0.140, 0.055, -0.448], [-0.163, -0.325, -0.272], [-0.648, 0.029, 0.111], [-0.482, -0.243, 0.458], [-0.304, 0.255, 0.030], [-0.200, 0.300, 0.003], [-0.303, -0.525, 0.086], [0.353, 0.375, 0.128], [0.028, -0.073, 0.009], [0.542, -0.049, -0.402], [0.401, 0.781, 0.846], [-0.010, 0.185, 0.162], [-0.628, 0.138, 0.064], [0.009, 0.115, -0.170], [-0.056, 0.240, 0.271], [0.016, -0.212, 0.254], [-0.135, 0.213, -0.552], [1.802, -0.958, -0.009], [-3.800, 0.219, 1.224], [0.892, -1.265, -0.914], [-1.454, 2.057, 1.533], [1.190, 0.530, -1.028], [0.343, 0.354, -0.746], [-0.982, -1.096, 0.010], [0.642, 1.088, 1.165], [-0.953, -0.113, -1.017], [0.096, 0.644, -0.569], [1.663, -0.845, 1.181], [-1.139, 0.982, -1.198], [1.771, -0.191, 0.540], [-0.759, 0.108, -1.873], [0.123, -0.106, 0.835], [0.218, 0.273, -0.097], [0.486, 0.063, -0.220], [-0.309, 0.371, -0.301], [0.171, 0.240, 0.587], [-0.844, 0.385, 0.377], [0.053, -0.316, -0.645], [-0.249, 0.904, -0.106], [1.262, -0.889, -0.290], [0.106, -0.290, -0.379], [-0.174, 0.183, 0.230], [-0.193, -1.042, 0.453], [-0.111, -0.037, 0.804], [-0.050, -0.165, 0.300], [0.345, 0.380, -0.304], [0.101, -0.367, -0.643], [-0.118, 0.151, -0.094], [-0.145, -0.414, -0.312], [-0.195, 0.192, -0.177], [0.091, -0.678, -0.109], [0.261, 0.031, -0.136], [0.164, -0.188, 0.388], [0.613, -0.454, -0.486], [0.238, 0.035, 0.803], [0.048, 0.026, -0.100], [-0.615, 0.055, 0.532], [-0.143, 0.280, 0.473], [0.422, -0.853, -0.463], [-0.577, 0.090, 0.088], [0.166, -0.016, -0.320], [0.048, 0.019, 0.524], [-0.339, 0.241, 0.416], [0.124, 0.101, -0.225], [-0.198, -0.073, 0.114], [0.156, -0.157, 0.446], [0.045, 0.056, 0.484], [0.301, 0.265, -0.392], [-0.398, 0.171, 0.048], [-0.987, -1.040, 0.954], [1.794, -0.743, -0.047], [0.173, 1.061, 1.005], [-1.319, -0.048, -0.651], [-0.320, -2.435, 1.738], [-0.452, 2.479, 0.390], [0.813, -0.474, -3.038], [0.133, 1.129, -0.378], [0.323, 3.652, -1.144], [0.869, -3.273, 0.009], [-0.690, 0.058, 0.388], [-0.300, -0.121, -0.032], [2.069, 2.771, -0.452], [-3.292, 0.755, 0.594], [0.734, -0.556, 0.793], [0.341, -3.397, -0.234], [-3.112, 1.050, 0.956], [0.916, -0.025, 0.254], [0.805, -0.645, -0.250], [0.888, -0.074, -0.585], [0.109, 1.153, 1.213], [0.100, -0.362, -0.493], [0.481, -0.640, -0.224], [-0.184, -0.504, -0.833], [0.424, -1.890, 0.902], [-0.345, 0.878, 0.689], [-0.932, -0.527, -0.444], [0.462, 0.269, -0.003], [-0.213, -1.358, 1.884], [1.423, -0.254, -1.944], [1.093, 2.865, 0.540], [-2.041, 0.040, -1.580]],
  "total_energy_ha": -6391.44352,
  "charge": -1,
  "multiplicity": 1
}